Entry 1:
Below is a cluster of 10 separate species, C18H59N3O13 in total, with properties calculated with ωB97M-V/def2-TZVPD.

Calculated values
HOMO energy = -8.275 eV
Relative energy (zero: lowest compared OMol25 entry of this formula, charge and spin) = 24.77 kcal per mole
Orbital gap = 8.56 eV

Geometry as XYZ:
```
93
Properties=species:S:1:pos:R:3:forces:R:3:lowdin_charge:R:1
O -2.857362 1.849688 -3.486739 -0.4 -0.4 -0.1 -0.0592
O -0.783266 0.081911 -1.717855 -0.3 0.0 0.3 -0.0436
O -3.280085 -0.972712 -3.732941 -0.1 0.1 -0.2 -0.0522
O 9.269915 0.515858 -2.000354 0.3 -0.3 0.5 -0.2112
O -4.260736 -0.473092 1.187897 -0.6 0.4 0.0 -0.1736
O -6.790192 -4.258718 -0.060545 -0.5 0.0 0.7 -0.1950
O -1.748260 3.415376 1.830248 -0.2 -0.2 0.0 -0.2001
O 2.182356 -1.114946 4.503756 0.6 0.2 0.0 -0.1908
O -0.352899 2.830420 -3.171709 -0.3 -0.5 0.1 -0.0791
O -1.860014 -2.763317 -1.964790 -0.6 -0.2 0.4 -0.0701
O 1.494917 -1.629846 -2.327814 -0.1 -0.2 0.3 -0.0651
O 1.045271 0.574277 -4.509842 0.0 0.0 0.0 -0.0617
O 2.962594 2.048610 -1.535698 -0.1 -0.4 0.1 -0.1577
N -4.303226 -3.279929 -0.552737 0.2 0.9 -0.1 -0.0781
N 0.452300 0.899599 3.275027 0.3 1.0 -0.6 -0.0341
N 5.870125 1.730933 -2.262304 0.3 0.0 1.1 -0.0504
C -6.754676 -2.855160 -0.169555 0.8 1.2 -1.6 -0.2246
C -4.297254 -0.506942 2.586368 0.9 -0.2 1.1 -0.1155
C 8.109396 0.914050 -1.290143 0.5 0.8 -0.4 -0.2130
C 0.977638 -1.427574 3.853114 -0.4 0.1 -0.1 -0.2435
C 9.851804 1.427817 -2.912242 0.3 -1.0 0.3 -0.1092
C -3.280241 -1.307496 0.616559 0.0 0.1 -0.1 -0.2186
C 0.759472 -0.401921 2.730370 1.0 -1.6 0.9 -0.2137
C 2.529799 1.130624 -0.536191 0.0 0.1 -0.9 -0.0724
C -7.754976 -4.641551 0.915911 0.3 -0.2 0.2 -0.0907
C 6.814945 0.628506 -2.049821 -0.6 0.0 -0.9 -0.1997
C -0.082719 1.823329 2.271843 -0.6 0.2 0.0 -0.2132
C 2.366900 -1.694441 5.771270 -0.5 0.1 0.5 -0.1156
C 5.401419 2.305123 -1.006234 -0.9 -0.5 1.1 -0.2356
C 3.970148 2.889376 -1.105588 1.9 1.0 -0.5 -0.2574
C -2.522365 4.540419 2.193580 1.0 0.1 0.0 -0.1095
C -1.072264 2.776292 2.894006 -0.6 0.4 0.3 -0.2430
C -3.632044 -2.780626 0.672981 -0.8 -1.0 0.3 -0.1750
C -5.477925 -2.483802 -0.975034 -0.4 -0.8 -0.4 -0.1669
H -7.404828 -4.264351 1.880179 -0.4 0.1 0.1 0.0888
H -6.786447 -2.249733 0.741414 0.1 -0.7 0.6 0.1199
H 3.406332 -1.645833 6.088944 0.1 0.3 -0.3 0.0843
H 3.342939 0.499738 -0.171393 0.1 0.3 0.4 0.0890
H 8.158065 0.402679 -0.329164 -0.1 -0.1 0.0 0.1191
H 1.056212 -2.456553 3.479478 -0.1 0.0 -0.3 0.1215
H -0.061994 -0.822529 2.149434 -0.1 0.5 -0.3 0.1046
H -1.043820 0.842518 -1.182537 0.2 0.0 -0.2 0.0549
H -2.706612 -1.629032 -3.307708 0.2 0.0 0.0 0.0113
H 1.696393 -0.466343 2.161587 -0.2 0.3 -0.5 0.1205
H 6.044651 3.085113 -0.576545 0.0 0.2 -0.3 0.1104
H -4.892450 0.276928 3.050783 -0.3 0.2 -0.7 0.0897
H 10.851691 1.024841 -3.085042 -0.1 -0.1 -0.3 0.0845
H 1.860202 0.432674 -1.027632 -0.2 0.2 0.0 0.0573
H -7.842478 -5.723136 1.015507 0.4 0.0 -0.4 0.0873
H -0.576978 1.228256 1.500484 -0.1 0.2 -0.1 0.1088
H 3.746584 3.425939 -0.174252 -0.2 -0.2 0.2 0.1169
H 5.396345 1.564425 -0.195562 0.1 -0.4 -0.4 0.1079
H 0.086603 -1.386461 4.494731 0.3 0.1 0.4 0.1208
H -0.587599 3.590987 -2.633709 0.0 0.0 0.0 0.0369
H -7.588856 -2.496825 -0.783599 -0.2 -0.1 0.1 0.1247
H -4.327572 -3.045802 1.480251 0.3 0.7 0.5 0.1132
H -4.768057 -4.146357 -0.296432 0.5 -0.4 -0.2 0.0984
H 10.055846 2.415756 -2.490969 -0.7 0.2 0.0 0.0856
H -5.636171 -2.771988 -2.016894 -0.2 0.0 0.0 0.1170
H -1.744766 2.259202 3.592035 -0.2 -0.1 -0.2 0.1201
H -8.753632 -4.282416 0.659285 0.0 0.3 0.1 0.0901
H -3.750885 2.189978 -3.381601 0.1 0.0 0.0 0.0583
H -3.407797 4.284631 2.778347 -0.2 -0.1 -0.3 0.0861
H 0.926373 1.262237 -3.838704 0.0 0.0 -0.1 -0.0015
H -3.291131 -0.358294 3.002598 0.1 0.0 -0.1 0.0844
H -1.503332 -0.555143 -1.612522 0.2 -0.1 -0.1 0.0016
H -2.706409 5.055144 1.253708 -0.6 0.0 0.1 0.0877
H 2.094961 -2.753106 5.842463 -0.2 0.0 -0.4 0.0848
H 9.284181 1.390918 -3.841811 0.1 0.7 -0.2 0.0845
H 0.334866 0.730269 -5.138848 0.0 0.1 0.1 0.0244
H 1.299482 1.366313 3.582637 0.1 -0.6 0.5 0.1200
H -2.750711 -3.398704 0.862270 0.1 0.1 -0.2 0.1182
H 6.337233 2.457973 -2.793122 -0.1 0.0 -0.1 0.1091
H -0.563603 3.552536 3.486413 0.2 -0.2 0.0 0.1221
H -3.210241 -1.026008 -0.433527 -0.1 0.1 -0.1 0.1018
H 1.391767 -2.409269 -1.772643 0.1 0.1 0.0 0.0222
H 0.805121 -1.014306 -2.027702 0.0 -0.1 -0.3 -0.0223
H 8.209110 1.990776 -1.093929 -0.2 0.0 0.1 0.1118
H -3.095953 -1.061268 -4.675660 0.0 -0.1 0.1 0.0650
H -1.162492 2.267685 -3.179073 0.5 0.7 -0.1 -0.0101
H -2.963883 0.888407 -3.617414 0.0 0.0 0.2 0.0088
H 6.290036 -0.204820 -1.578953 -0.2 0.1 0.0 0.1145
H -1.929040 5.234331 2.803949 0.1 -0.1 0.1 0.0832
H 1.752253 -1.134457 6.482616 0.0 -0.2 0.3 0.0883
H -2.293602 -1.075507 1.033398 0.0 -0.2 0.3 0.1115
H 4.177823 3.671896 -1.846530 -1.0 0.0 -0.3 0.1193
H -5.332164 -1.405584 -1.008866 0.2 0.0 0.4 0.1146
H 1.996916 1.698045 0.226040 0.1 -0.2 0.4 0.0692
H -4.643167 -1.451054 3.020389 -0.2 -0.2 -0.3 0.0798
H 0.616147 2.520606 1.790905 0.5 -0.7 -0.2 0.1135
H 7.019466 0.303125 -3.074184 0.5 -0.3 0.2 0.1194
H -1.161689 -3.336743 -1.634843 0.1 0.1 -0.2 0.0560
H -2.697734 -3.132439 -1.573270 0.1 0.2 -0.2 0.0291
```
Forces are in eV/Å.


Entry 2:
Below is a cluster of 12 separate species, C18H60ClN18O15 in total, with properties calculated with ωB97M-V/def2-TZVPD.

Calculated values
HOMO energy = -7.030 eV
Net charge = -1
Orbital gap = 8.91 eV

Geometry as XYZ:
```
112
Properties=species:S:1:pos:R:3:forces:R:3:lowdin_charge:R:1
Cl -0.139080 0.408951 -0.616417 1.6 3.2 2.5 0.6177
O 1.058080 -3.762613 -0.414908 0.4 -1.1 0.5 0.0169
O 2.374037 1.401891 4.326852 1.9 -1.2 0.1 0.0263
O -3.390574 -4.165759 0.241224 -6.2 0.8 0.5 0.0525
O -6.173150 -0.166129 -0.723239 -5.2 -1.1 0.2 0.0527
O 1.983608 4.449061 -3.878585 -1.7 3.3 -3.9 0.0684
O -1.243609 -0.296727 -1.097230 -1.9 -1.4 -1.2 -0.3230
O -2.345869 2.529450 3.086843 0.5 -1.2 -0.5 -0.0372
O -3.433933 6.411321 -1.114930 -3.0 4.2 -0.5 0.0537
O -0.422410 1.830640 -0.544362 -0.6 -0.6 0.1 -0.3403
O 5.106576 3.075937 0.079462 0.1 0.3 0.2 -0.0865
O 0.224096 -0.081606 0.696544 -0.4 -0.3 0.3 -0.3656
O 3.321227 -1.729456 -5.364395 0.8 -1.8 -1.2 0.0381
O 3.105896 -2.789680 5.891623 -1.4 1.7 -1.4 -0.1809
O -4.009559 0.829252 -4.491874 -0.1 0.9 0.0 -0.2045
O 1.026084 0.289278 -1.420236 1.3 -1.0 -1.8 -0.3724
N 3.208673 -4.449718 -0.763406 0.9 -2.9 -0.2 0.1759
N -1.441838 -3.209107 0.300363 1.7 3.9 0.9 0.1955
N -1.722391 -0.159024 -6.056430 0.4 2.6 -3.7 0.0417
N 0.175506 -1.493462 3.937561 -0.9 -0.9 1.2 0.0544
N 3.011517 4.110988 -1.983838 1.1 2.0 2.2 0.1736
N -2.321768 4.680947 -1.748558 1.6 -2.4 -1.5 0.1619
N 1.836009 -0.210109 -4.777072 -3.2 3.5 -1.5 0.1701
N 2.795968 -2.386976 -0.309743 0.6 2.5 0.6 0.1748
N 0.579801 2.268071 5.289643 -1.2 1.3 4.7 0.1714
N 2.583924 2.470804 -3.308184 0.5 -7.7 -2.4 0.1910
N -4.375293 0.941382 -0.812043 4.6 4.9 -0.9 0.1881
N -1.651627 -5.372294 -0.148826 2.6 -2.7 -0.8 0.1680
N -2.444535 0.283653 2.525920 0.7 -2.3 -3.0 0.2145
N -2.377964 5.241501 0.431377 0.9 0.1 2.3 0.1774
N -3.106078 0.954825 4.405748 -2.4 -0.9 5.1 0.1615
N -4.253136 -1.114651 -0.155105 2.5 -3.3 1.7 0.1937
N 2.726039 -1.321084 -3.297052 1.9 -3.9 9.0 0.1920
N 0.541602 1.978315 3.219659 -2.4 0.2 -5.9 0.2049
C 3.316137 1.613774 0.854159 0.2 0.3 1.2 -0.0779
C -2.905040 0.043490 -3.971553 -1.3 -0.9 0.2 -0.1741
C 2.276776 -3.589148 -0.427156 -1.7 1.3 -1.1 -0.7085
C 2.561676 3.710560 -3.168937 -0.2 3.0 3.8 -0.8573
C 4.666392 2.288476 1.172703 -1.0 -1.3 0.1 -0.2941
C 3.651110 -2.368247 7.108358 0.0 -1.4 0.5 -0.1462
C -2.599294 1.310529 3.282006 0.9 5.1 -1.1 -0.7605
C -5.271180 0.219013 -4.861356 1.3 -0.8 0.5 -0.0825
C 2.638315 -1.196616 -4.518705 1.3 1.6 -6.5 -0.8534
C -5.011313 -0.119339 -0.513838 -1.5 -1.0 -0.9 -0.8552
C -2.717843 5.532076 -0.806778 0.1 -1.9 -0.7 -0.8131
C -2.224992 -4.219256 0.128725 1.2 -1.7 0.0 -0.8320
C -1.293944 -1.871549 -4.532755 0.2 -0.3 1.7 -0.0511
C 2.279309 -1.957519 3.046472 2.3 -0.3 -0.5 -0.0717
C 1.382217 -2.298692 4.176433 -0.6 1.1 -0.9 -0.4386
C -2.297407 -0.842245 -5.026984 0.1 -2.8 1.4 -0.5198
C 1.878264 -2.026688 5.572553 0.4 -1.0 0.1 -0.1618
C 1.241592 1.826315 4.257904 2.2 0.0 1.6 -0.8361
H 1.963803 -0.962142 5.790592 0.5 0.1 -0.3 0.1162
H -1.799649 3.873661 -1.439072 -0.1 -0.2 -0.3 0.0734
H 3.798204 -2.283639 -0.380039 -0.5 0.6 0.2 0.1210
H -2.142598 -6.251862 -0.075270 0.0 0.6 0.0 0.1113
H -1.764240 -2.600845 -3.873164 -0.1 0.0 0.2 0.0765
H 1.458398 0.160506 -3.916744 -0.6 0.8 -0.9 0.0724
H 0.820971 1.531161 2.358206 -0.2 0.3 -0.1 0.0862
H -0.644250 -5.356998 -0.219975 -0.1 -0.4 -0.1 0.0768
H 3.102939 -2.231026 -3.073316 0.1 0.3 0.9 0.1198
H 2.147938 -1.613695 -0.356736 0.3 0.3 0.2 0.0853
H 5.373836 1.491694 1.402423 0.3 -0.1 -0.2 0.1035
H -4.582003 -2.049415 0.040241 -0.1 0.2 -0.2 0.1020
H -3.361292 1.694526 5.044332 -0.1 -0.3 -0.1 0.1237
H -1.133079 0.626335 -5.819730 0.4 -0.1 0.6 0.0828
H 3.544596 3.567321 -1.320242 0.0 0.2 -0.1 0.0620
H 1.036624 -3.330003 4.105152 0.3 -0.2 0.1 0.1426
H -0.187837 -1.926622 3.100625 -0.5 0.8 -0.3 0.0545
H -6.166638 0.836782 -4.793529 0.6 0.8 0.5 0.0794
H 2.884394 -5.395588 -0.905811 0.7 0.1 -0.2 0.1238
H -3.067551 -1.419900 -5.538162 -0.6 -0.2 0.4 0.1394
H -3.621132 0.086192 4.423305 0.0 0.4 0.7 0.1149
H 3.315480 0.948992 -0.009657 0.1 0.3 -0.2 0.0613
H 4.614987 2.861660 2.098389 -0.3 0.2 -0.1 0.1140
H 2.837692 -2.548793 7.811115 0.4 0.4 0.9 0.0839
H -2.140706 0.698554 -3.553498 -0.2 0.5 -0.3 0.1234
H -0.717968 -2.445258 -5.258848 -0.5 0.4 -0.6 0.0811
H 2.744097 5.064228 -1.784085 0.4 -0.3 0.3 0.1113
H -0.432156 -3.220504 0.322867 -0.1 -0.1 -0.3 0.0544
H 0.997613 -2.362378 6.120151 0.3 -0.3 1.0 0.1152
H -4.806960 1.758730 -1.219116 -0.1 -0.6 0.1 0.1304
H 2.270648 2.171012 -4.220365 0.1 -0.4 0.4 0.1047
H 2.288683 -0.751996 -2.586452 -0.2 -0.5 -0.1 0.0672
H 4.093726 -4.073126 -1.071561 -0.2 -0.9 0.0 0.1134
H -5.421633 -0.615016 -4.175885 -0.2 -0.3 -0.3 0.0890
H -2.805707 -0.556818 2.954012 0.6 -0.3 -1.2 0.1197
H -1.776562 4.459962 0.649595 -0.4 0.2 0.4 0.0997
H -3.210643 -0.592389 -3.140670 -0.5 0.0 0.2 0.1087
H 4.113833 -1.386368 7.207797 -0.6 0.5 -0.5 0.0846
H -0.240776 2.616151 3.253779 -0.3 -0.5 -0.6 0.0918
H 2.587919 -0.912776 3.009126 -0.2 0.3 0.5 0.0664
H 1.990971 0.361718 -5.595057 -0.3 -0.2 0.2 0.1268
H 4.476532 -3.052341 7.305294 -0.1 -0.2 0.2 0.0807
H 1.895709 -2.135266 2.041811 -0.4 -0.4 0.3 0.0496
H 1.076928 2.288397 6.168597 -0.4 0.1 -0.1 0.1149
H -2.968263 4.520057 -2.507674 0.3 0.3 0.1 0.1113
H -0.526930 -1.377774 -3.936115 0.1 0.1 0.2 0.0511
H -3.402143 0.759159 -1.011704 0.2 1.0 -0.1 0.0737
H 3.047950 1.008979 1.720413 0.3 -0.3 0.1 0.0454
H 5.538920 3.831878 0.483465 0.2 0.2 -0.4 0.0852
H -1.926117 -2.333295 0.436454 0.5 -0.2 0.0 0.0762
H 3.206913 -2.513716 3.181728 0.3 -0.2 -0.4 0.0783
H 2.809460 1.806007 -2.582045 0.0 0.2 -0.3 0.1044
H -2.877082 5.801094 1.108018 0.6 -0.4 0.3 0.1153
H -3.256748 -0.973696 -0.068824 -0.3 -0.1 -0.1 0.0496
H 2.481920 2.315310 0.858607 0.1 0.3 -0.7 0.0739
H -2.543854 0.294332 -6.430299 0.2 0.6 -1.0 0.0744
H -5.256449 -0.085387 -5.907879 0.2 -0.4 0.0 0.0728
H -2.147690 0.368186 1.564228 0.0 -0.2 0.3 0.0935
H 0.411411 -0.521598 3.796352 0.0 0.0 -0.4 0.0393
H -0.381047 2.574843 5.237216 0.3 -0.2 0.1 0.1034
```
Forces are in eV/Å.